No. 1
DFT (ωB97M-V/def2-TZVPD) results for a single C7H8N2O2S molecule at a distorted geometry.

The calculation puts the HOMO-LUMO gap at 7.427 eV. For the total energy, the calculation gives -25293.9049 eV. The net charge is 0. As for the energy above the lowest of the compared OMol25 structures with the same formula, charge and spin: 135.5 kcal per mole. The HOMO energy comes out at -8.25 eV. For the LUMO energy, the calculation gives -0.82 eV. Its max |F| is 4.31 eV/Å.

Positions of all 20 atoms, in Å:
S  -4.8847  0.0075  -0.1724
O  1.3582  -1.9408  0.3387
O  0.1625  1.3051  -0.0656
N  2.5440  -0.0680  -0.1005
N  0.1526  -0.1039  -0.0499
C  3.8496  -0.5923  0.1339
C  -3.8515  1.2436  0.5392
C  1.3771  -0.7893  0.0462
C  -3.6280  -1.0080  -0.7372
C  -1.0084  -0.8215  -0.4089
C  -2.3329  -0.4045  -0.3138
C  -2.5726  0.8854  0.4162
H  -1.6525  1.5431  0.7841
H  3.7171  -1.6296  0.4619
H  -0.7195  -1.7850  -0.8469
H  0.4097  1.7106  -0.9002
H  -4.3016  2.0581  0.8743
H  4.4853  -0.4035  -0.7801
H  2.4819  0.8792  -0.1426
H  4.4137  -0.0862  0.9238

These are the natural (NBO) partial charges, in e, on atoms 1 to 2:
1. S 0.405
2. O -0.600

=====

No. 2
DFT (ωB97M-V/def2-TZVPD) results for H2InO2 as an isolated structure at a distorted geometry.

The calculation puts the HOMO-LUMO gap at 4.559 eV. For the total energy, the calculation gives -9286.0879 eV. The net charge is +1. As for the energy above the lowest of the compared OMol25 structures with the same formula, charge and spin: 15.0 kcal per mole. The HOMO energy comes out at -15.12 eV. For the LUMO energy, the calculation gives -10.56 eV. Its max |F| is 2.19 eV/Å.

Positions of all 5 atoms, in Å:
In  -0.6594  0.0222  0.5272
O  0.7412  2.2810  1.5216
O  -0.3984  -2.2385  -1.2950
H  -1.2110  -2.5555  -1.7351
H  1.5276  2.4909  0.9813

These are the natural (NBO) partial charges, in e, on atoms 1 to 2:
1. In 1.377
2. O -0.660

=====

No. 3
DFT (ωB97M-V/def2-TZVPD) results for a single C15H19N5O3S molecule at a distorted geometry.

The calculation puts the HOMO-LUMO gap at 9.228 eV. For the total energy, the calculation gives -40290.1478 eV. The net charge is 0. As for the energy above the lowest of the compared OMol25 structures with the same formula, charge and spin: 65.7 kcal per mole. The HOMO energy comes out at -8.74 eV. For the LUMO energy, the calculation gives 0.49 eV. As for the SMILES: CCOc1ccc(-n2nnnc2SCC(=O)N2CCOCC2)cc1. Its max |F| is 1.94 eV/Å.

Positions of all 43 atoms, in Å:
S  -1.3343  -0.4804  -1.7020
O  -4.3140  1.2470  -2.2090
O  -3.4410  1.1788  2.3848
O  5.1373  0.4408  0.2349
N  0.2394  -2.1032  -0.0955
N  -1.1331  -3.6269  0.4142
N  0.0537  -3.2424  0.5965
N  -1.7972  -2.8024  -0.3790
N  -4.2507  0.3082  -0.1683
C  -3.1056  -0.7912  -2.0497
C  6.9402  1.9091  -0.2275
C  1.7915  -0.4535  -0.9994
C  -2.8402  0.0568  1.7835
C  -3.8192  -0.6434  0.8310
C  1.4635  -1.4242  -0.0657
C  3.9242  -0.1289  0.0736
C  -4.8798  1.4647  0.4435
C  3.0129  0.1925  -0.9296
C  -3.8842  2.1049  1.4171
C  2.3729  -1.7605  0.9374
C  3.5862  -1.1197  1.0034
C  -0.9514  -1.8420  -0.7102
C  -3.9449  0.3446  -1.4814
C  5.5554  1.4557  -0.6611
H  1.1073  -0.1989  -1.7927
H  4.3007  -1.3646  1.7723
H  -1.9411  0.3664  1.2256
H  -3.3484  -1.7787  -1.6676
H  7.2993  2.6875  -0.8943
H  4.8515  2.2984  -0.6283
H  3.2409  0.9427  -1.6691
H  6.9034  2.2962  0.7869
H  -4.7002  -0.9558  1.4032
H  7.6298  1.0701  -0.2531
H  -4.3526  2.9207  1.9688
H  -2.5491  -0.6108  2.5959
H  5.5876  1.0616  -1.6859
H  -3.0250  2.4944  0.8493
H  -5.7733  1.1385  0.9846
H  2.1089  -2.5265  1.6487
H  -3.3611  -1.5280  0.3938
H  -5.1567  2.1652  -0.3446
H  -3.2038  -0.7625  -3.1349

These are the natural (NBO) partial charges, in e, on atoms 1 to 2:
1. S 0.302
2. O -0.626

=====

No. 4
DFT (ωB97M-V/def2-TZVPD) results for a single C2H6N2O molecule at a distorted geometry.

The calculation puts the HOMO-LUMO gap at 10.053 eV. For the total energy, the calculation gives -7195.3324 eV. The net charge is 0. As for the energy above the lowest of the compared OMol25 structures with the same formula, charge and spin: 102.7 kcal per mole. The HOMO energy comes out at -9.46 eV. For the LUMO energy, the calculation gives 0.59 eV. As for the SMILES: [H]/N=C(/C)NO. Its max |F| is 5.71 eV/Å.

Positions of all 11 atoms, in Å:
O  0.5110  -0.6973  -1.9829
N  -0.3826  -0.6157  -0.8781
N  1.4279  -0.5680  0.7129
C  0.2330  -0.1051  0.2560
C  -0.6930  0.6620  1.0304
H  -1.3263  -0.0945  -1.1268
H  1.7800  -1.2747  0.0533
H  -1.6613  0.1894  1.5712
H  0.1516  0.5889  1.8376
H  -0.9457  1.7604  0.7687
H  0.9054  0.1546  -2.2423

These are the natural (NBO) partial charges, in e, on atoms 1 to 2:
1. O -0.575
2. N -0.316

=====

No. 5
DFT (ωB97M-V/def2-TZVPD) results for C31H61N6O2SbSi4V as an isolated structure at a distorted geometry.

The calculation puts the HOMO-LUMO gap (spin up / spin down) at 6.399 / 7.110 eV. For the total energy, the calculation gives -109910.0645 eV. The net charge is 0. Its spin multiplicity is 4. As for the expectation value of S²: 3.780. The HOMO energy (spin up / spin down) comes out at -6.02 / -6.76 eV. For the LUMO energy (spin up / spin down), the calculation gives 0.38 / 0.35 eV. Its max |F| is 8.66 eV/Å.

Positions of all 106 atoms, in Å:
Sb  1.8805  0.5244  -1.0638
V  -0.5882  -0.2851  0.2488
Si  2.1774  -2.2581  0.4745
Si  0.5312  1.4028  -4.2311
Si  1.1142  3.5272  -1.9627
Si  -1.8741  -2.1060  1.3329
O  0.6141  1.3856  1.6934
O  0.8778  1.3089  3.9197
N  -0.0087  -1.9675  6.1921
N  -1.9197  1.2354  1.6967
N  -0.0127  0.2308  5.4523
N  -1.4912  0.6439  -1.2037
N  1.6283  -3.0251  -2.2893
N  1.7340  -1.1329  4.9072
C  -1.3213  1.1441  3.0279
C  -1.9110  2.6480  -2.4075
C  -1.3077  0.6169  5.9971
C  2.1479  1.9560  -5.0215
C  3.9824  -2.4743  -0.0414
C  2.9954  3.5834  -1.9389
C  -3.7510  1.4180  -1.5496
C  -0.7832  2.3252  -5.2318
C  -2.8381  0.5065  -1.0840
C  0.6558  4.9075  -3.1754
C  0.4433  1.7628  -2.3514
C  0.1478  -4.0890  -3.8420
C  -0.6747  -2.4405  -2.3213
C  -2.1863  -3.7639  0.4242
C  0.6179  -2.2801  -1.7981
C  -3.6895  -1.7088  1.8775
C  3.1985  -0.1709  -2.6260
C  0.8979  -1.4073  -0.6222
C  0.1905  1.3121  2.8617
C  -0.9088  -3.3470  -3.3333
C  1.3945  -3.8858  -3.2766
C  1.5757  -3.9941  0.9000
C  -1.9880  2.0990  4.0264
C  -1.5333  2.0239  5.4833
C  0.4509  4.0689  -0.2965
C  2.3109  -1.3112  2.1133
C  0.1752  -0.3822  -4.6704
C  -1.1915  -2.6753  3.0566
C  0.5425  -0.9498  5.5033
C  -3.2699  2.5488  -2.1993
C  -1.0117  1.6719  -1.9575
H  -0.8509  -0.6357  -4.3945
H  -1.6526  -2.0820  3.8543
H  -0.6385  4.1586  -0.3220
H  0.8285  -1.1109  -4.1925
H  -0.7255  3.4088  -5.1467
H  -3.0360  -3.6577  -0.2583
H  -1.2841  0.6089  7.0903
H  3.4277  2.9711  -1.1471
H  0.7242  3.3552  0.4849
H  -2.9284  1.1369  1.7320
H  -1.7950  2.0167  -4.9641
H  -0.5927  2.5607  5.6136
H  2.6804  -0.5416  -3.5037
H  -1.6957  2.1365  1.2828
H  2.2170  3.0435  -5.0656
H  1.3258  -1.0582  2.5103
H  -1.4602  0.1127  3.3722
H  -1.5212  3.4874  -2.9595
H  0.5065  -4.0258  1.1102
H  4.5413  -1.5357  0.0127
H  2.8587  -0.3740  1.9999
H  -2.1125  -0.0564  5.6714
H  2.1131  -4.3638  1.7788
H  -4.8089  1.2451  -1.4077
H  -1.8609  3.1337  3.6948
H  1.2585  5.7799  -2.9084
H  -4.3290  -1.4537  1.0260
H  -1.4917  -1.8763  -1.8934
H  4.0600  -2.8740  -1.0523
H  -0.3908  5.2115  -3.1181
H  -1.3344  -4.0879  -0.1750
H  3.3051  4.6174  -1.7676
H  -1.9095  -3.4794  -3.7282
H  0.8809  4.6642  -4.2117
H  0.4075  0.9370  4.7602
H  2.0470  -0.4040  4.2774
H  -0.1086  -2.5649  3.1303
H  2.1580  1.5839  -6.0495
H  -3.7422  -0.8725  2.5863
H  -3.0596  1.8790  3.9675
H  -0.9663  -1.8838  6.4859
H  0.3273  -2.9005  6.0273
H  -0.6281  2.0685  -6.2836
H  -3.1679  -0.3911  -0.5756
H  3.8689  0.6423  -2.8988
H  1.7782  -4.6774  0.0723
H  2.8418  -1.9279  2.8481
H  3.0387  1.5814  -4.5281
H  3.7833  -0.9818  -2.1985
H  2.0347  -2.0652  4.6814
H  -3.9398  3.3150  -2.5669
H  -2.4295  -4.5651  1.1300
H  -1.4342  -3.7271  3.2449
H  -4.1383  -2.5804  2.3656
H  0.2695  -0.4992  -5.7535
H  0.0094  -4.8054  -4.6401
H  3.4227  3.2639  -2.8889
H  -2.2782  2.5281  6.1012
H  0.8610  5.0464  -0.0312
H  4.4576  -3.1791  0.6469
H  2.2539  -4.4528  -3.6222

These are the Mulliken partial charges, in e, on atoms 1 to 2:
1. Sb -0.290
2. V 1.326

=====

No. 6
DFT (ωB97M-V/def2-TZVPD) results for C18H14N12OPtS5 as an isolated structure at a distorted geometry.

The calculation puts the HOMO-LUMO gap at 6.194 eV. For the total energy, the calculation gives -96243.3136 eV. The net charge is 0. As for the energy above the lowest of the compared OMol25 structures with the same formula, charge and spin: 21.5 kcal per mole. The HOMO energy comes out at -7.77 eV. For the LUMO energy, the calculation gives -1.58 eV. Its max |F| is 1.55 eV/Å.

Positions of all 51 atoms, in Å:
Pt  -0.7410  -0.0669  0.1890
S  4.0850  1.7221  -2.6002
S  3.0827  -0.4178  1.0346
S  5.4382  0.3924  -0.3477
S  1.1879  0.9557  -0.8800
S  5.6868  -0.8747  2.3480
O  -1.4252  3.9087  0.6382
N  -1.6205  0.9714  -1.3335
N  -3.6964  -0.3280  0.5775
N  -4.2416  -2.4224  0.3917
N  1.1986  -3.4400  -1.1044
N  -4.6622  -1.1585  0.6440
N  1.0984  -2.1887  -0.8829
N  -2.1132  -3.3257  -0.1802
N  -0.1857  -1.9273  -0.5098
N  -2.5700  -1.0287  0.2594
N  -0.9432  1.7070  1.0390
N  0.0192  -4.0713  -0.8950
N  -0.0120  -0.4936  2.0979
C  3.9147  0.7941  -1.1167
C  -0.8033  -3.1170  -0.5274
C  -2.9908  1.1152  -3.2528
C  -1.9442  2.2295  -0.9928
C  2.8035  0.4386  -0.4452
C  0.3527  0.6328  2.7518
C  1.2839  0.5800  3.7720
C  -2.9539  -2.3028  0.1648
C  -2.7837  2.9897  -1.7790
C  -0.3704  1.8887  2.3529
C  4.7956  -0.3122  1.0852
C  3.1009  0.7793  -3.7902
C  -1.4055  2.7331  0.3196
C  -3.3192  2.4235  -2.9225
C  1.8118  -0.6421  4.1504
C  -2.1348  0.4128  -2.4338
C  1.3930  -1.7958  3.5033
C  0.4909  -1.6828  2.4708
H  -3.9971  2.9911  -3.5455
H  -3.0005  3.9975  -1.4541
H  -1.1781  2.0601  3.0761
H  2.0899  0.6152  -3.4299
H  3.0739  1.3973  -4.6859
H  1.5760  1.4946  4.2687
H  2.5470  -0.6957  4.9418
H  0.2814  2.7638  2.3969
H  -3.3900  0.6388  -4.1361
H  3.5829  -0.1700  -4.0118
H  -1.8322  -0.6030  -2.6467
H  0.1352  -2.5474  1.9294
H  1.7772  -2.7680  3.7742
H  -2.4925  -4.2525  -0.2733

These are the natural (NBO) partial charges, in e, on atoms 1 to 2:
1. Pt 1.374
2. S 0.275